Record 1
C14H35CeCl2N2OP | the ωB97M-V functional and the def2-TZVPD basis

HOMO (alpha / beta)	-4.57 / -4.44	eV

```
! RIJCOSX wB97M-V def2-TZVPD def2/J DEFGRID3
* xyz 0 1
Ce -0.252 -0.375 -0.132
Cl 1.703 -0.616 -1.758
Cl -2.638 -0.979 -0.721
H -0.156 2.102 -0.172
H 0.594 1.931 -0.366
P 0.091 0.031 -5.878
C 1.753 -0.536 -6.568
C -1.093 -0.836 -7.039
C 0.087 1.781 -6.567
C 2.333 -1.595 -5.623
H 2.362 0.378 -6.472
C 1.823 -0.997 -8.023
H 1.253 -1.917 -8.200
H 2.875 -1.216 -8.251
H 1.494 -0.237 -8.738
H 2.316 -1.252 -4.581
H 3.375 -1.794 -5.904
H 1.780 -2.542 -5.687
H 1.098 2.122 -6.285
C -0.933 2.634 -5.806
C -0.056 1.955 -8.080
H 0.809 1.578 -8.637
H -0.127 3.031 -8.289
H -0.964 1.485 -8.477
H -0.798 2.542 -4.723
H -1.966 2.359 -6.053
H -0.789 3.687 -6.080
C -1.114 -2.334 -6.728
H -0.699 -0.679 -8.055
C -2.505 -0.252 -6.951
H -0.162 -2.837 -6.936
H -1.880 -2.817 -7.349
H -1.372 -2.510 -5.675
H -2.844 -0.187 -5.907
H -3.196 -0.915 -7.488
H -2.595 0.742 -7.404
C -2.341 0.133 2.990
N -1.178 -0.027 3.867
C -1.400 0.118 5.295
C 0.013 -0.225 3.289
O 0.013 -0.408 1.990
N 1.218 -0.188 3.867
C 1.554 -0.116 5.280
C 2.375 -0.216 2.976
H -3.213 0.309 3.628
H -2.518 -0.771 2.388
H -2.219 1.001 2.320
H -1.079 -0.782 5.837
H -0.916 1.017 5.702
H -2.473 0.227 5.450
H 2.125 -1.010 5.565
H 2.187 0.764 5.452
H 0.679 -0.048 5.919
H 2.424 -1.151 2.397
H 2.355 0.625 2.265
H 3.261 -0.133 3.612
*
```



Record 2
C14H35F3NO6P | the ωB97M-V functional and the def2-TZVPD basis

HOMO	-9.57	eV

```
! RIJCOSX wB97M-V def2-TZVPD def2/J DEFGRID3
* xyz 0 1
O -5.333 -4.247 2.903
N -4.923 -4.926 2.040
O -3.896 -5.773 2.476
P -2.279 -5.036 2.593
C -0.496 -4.342 2.705
O 0.011 -3.848 1.450
C -0.406 -2.641 1.037
F -0.842 -2.701 -0.226
F -1.407 -2.133 1.790
F 0.590 -1.745 1.068
H -1.823 -6.354 2.562
H -2.610 -4.474 3.832
H -2.519 -4.349 1.396
H -0.390 -3.589 3.493
H 0.172 -5.172 2.960
C -1.674 1.752 3.572
C -2.182 0.351 3.870
O -2.437 0.103 5.241
C -3.414 0.927 5.852
C -4.792 0.830 5.220
H -0.765 1.958 4.138
H -1.449 1.845 2.508
H -2.409 2.519 3.821
H -1.421 -0.375 3.590
H -3.070 0.128 3.266
H -3.077 1.969 5.878
H -3.461 0.585 6.886
H -4.797 1.181 4.188
H -5.499 1.443 5.780
H -5.146 -0.202 5.228
C 1.245 3.154 -2.931
C 1.508 3.632 -1.514
O 0.350 3.721 -0.703
C -0.367 2.514 -0.518
C 0.438 1.400 0.129
H 0.524 3.803 -3.429
H 2.171 3.155 -3.508
H 0.849 2.137 -2.952
H 1.913 4.644 -1.537
H 2.265 3.000 -1.034
H -0.797 2.171 -1.466
H -1.206 2.783 0.126
H 1.277 1.086 -0.493
H -0.198 0.531 0.289
H 0.835 1.725 1.092
C 4.251 0.184 -7.350
C 4.247 1.380 -6.413
O 3.201 1.366 -5.459
C 3.184 0.266 -4.568
C 4.430 0.143 -3.708
H 3.297 0.106 -7.873
H 5.044 0.296 -8.089
H 4.424 -0.753 -6.819
H 4.089 2.294 -6.987
H 5.220 1.482 -5.919
H 2.995 -0.669 -5.109
H 2.319 0.438 -3.927
H 5.324 -0.047 -4.303
H 4.317 -0.685 -3.008
H 4.593 1.059 -3.139
*
```



Record 3
C14H35NO6Si | the ωB97M-V functional and the def2-TZVPD basis

HOMO	-9.30	eV

```
! RIJCOSX wB97M-V def2-TZVPD def2/J DEFGRID3
* xyz 0 1
C -1.423 1.657 2.989
C -2.681 1.346 2.002
C -2.716 -0.185 1.523
C -2.190 -0.450 0.035
C -3.355 -0.299 -1.097
Si -0.628 0.532 -0.463
C -0.832 1.518 -2.125
O -1.980 2.412 -2.088
C -1.505 3.792 -1.971
N 0.854 -0.493 -0.694
C 1.989 0.447 -0.409
C 2.708 1.286 -1.572
O 2.405 0.655 0.760
C 0.959 -1.540 0.348
C 1.839 -2.836 -0.055
O 0.440 -1.447 1.495
H -0.877 0.682 3.281
H -1.738 2.140 3.970
H -0.624 2.305 2.481
H -3.610 1.491 2.673
H -2.785 2.116 1.166
H -2.144 -0.786 2.324
H -3.818 -0.521 1.601
H -1.896 -1.568 -0.008
H -4.016 -1.240 -1.019
H -2.850 -0.385 -2.129
H -3.938 0.672 -1.000
H -0.238 1.560 0.532
H 0.119 2.173 -2.193
H -0.827 0.842 -3.047
H -2.354 4.525 -1.753
H -0.986 4.023 -2.971
H -0.729 3.843 -1.117
H 2.575 0.777 -2.588
H 3.804 1.471 -1.299
H 2.235 2.334 -1.649
H 2.459 -3.230 0.810
H 2.526 -2.540 -0.929
H 1.084 -3.587 -0.474
C -1.487 -1.532 5.911
O -0.659 -2.327 5.076
H -1.733 -2.102 6.808
H -0.955 -0.620 6.196
H -2.409 -1.277 5.380
H -0.454 -1.803 4.290
C 6.243 -0.527 -0.848
O 6.511 0.840 -1.124
H 6.473 -1.118 -1.735
H 6.870 -0.862 -0.018
H 5.187 -0.650 -0.593
H 6.299 1.337 -0.324
C -0.869 -2.104 -4.429
O -0.982 -1.682 -3.077
H -1.105 -1.263 -5.081
H 0.153 -2.438 -4.627
H -1.571 -2.919 -4.622
H -0.768 -2.443 -2.522
*
```